{"formula": "C44H47N5ORhTe", "method": "ωB97M-V/def2-TZVPD", "s_squared": 8.797, "multiplicity": 6, "gap_ev": [5.393, 4.641], "total_energy_ev": -66174.8142, "total_charge": 2, "lumo_energy_ev": [-4.1912, -7.9898], "symbols": ["Rh", "C", "C", "C", "C", "C", "C", "C", "N", "N", "C", "C", "C", "C", "C", "C", "N", "C", "C", "C", "C", "C", "C", "N", "H", "H", "H", "H", "H", "H", "H", "H", "H", "H", "H", "H", "H", "H", "H", "H", "H", "H", "H", "H", "C", "C", "C", "C", "C", "C", "Te", "N", "C", "O", "C", "C", "C", "C", "C", "C", "C", "C", "C", "C", "C", "C", "C", "C", "C", "C", "C", "C", "H", "H", "H", "H", "H", "H", "H", "H", "H", "H", "H", "H", "H", "H", "H", "H", "H", "H", "H", "H", "H", "H", "H", "H", "H", "H", "H"], "coordinates": [[3.325, -0.108, 2.345], [1.319, 0.679, 0.230], [0.187, -1.122, 1.582], [0.479, -1.557, 3.004], [-0.540, -2.063, 3.796], [-0.266, -2.458, 5.095], [1.027, -2.332, 5.571], [1.986, -1.814, 4.721], [1.730, -1.439, 3.466], [2.708, 0.101, 0.155], [3.656, 1.065, -0.447], [4.149, 2.117, 0.512], [4.313, 3.433, 0.130], [4.868, 4.332, 1.032], [5.233, 3.885, 2.288], [5.022, 2.555, 2.602], [4.502, 1.687, 1.732], [2.769, -1.176, -0.577], [3.444, -2.302, 0.181], [3.634, -3.528, -0.441], [4.240, -4.555, 0.258], [4.641, -4.331, 1.568], [4.412, -3.089, 2.118], [3.831, -2.090, 1.439], [1.444, 1.760, 0.297], [0.822, 0.456, -0.724], [0.744, -1.768, 0.899], [-0.875, -1.318, 1.403], [-1.547, -2.113, 3.405], [-1.054, -2.844, 5.728], [1.294, -2.617, 6.578], [3.007, -1.684, 5.065], [3.221, 1.534, -1.336], [4.532, 0.500, -0.773], [4.017, 3.750, -0.861], [5.008, 5.368, 0.754], [5.664, 4.551, 3.022], [5.273, 2.168, 3.581], [3.296, -1.041, -1.526], [1.761, -1.495, -0.850], [3.314, -3.667, -1.466], [4.401, -5.517, -0.210], [5.120, -5.104, 2.151], [4.699, -2.871, 3.139], [-6.218, -3.406, -4.719], [-5.331, -2.598, -3.820], [-5.331, -1.204, -3.874], [-4.512, -0.433, -3.068], [-4.573, 1.070, -3.171], [-3.663, -1.108, -2.173], [-2.422, -0.022, -0.912], [0.497, 0.298, 1.338], [0.656, 1.086, 2.528], [1.883, 1.357, 2.898], [-0.476, 1.341, 3.338], [-1.802, 1.097, 2.905], [-2.876, 1.289, 3.754], [-2.679, 1.729, 5.061], [-1.380, 1.989, 5.499], [-0.297, 1.804, 4.664], [-1.424, 1.233, -2.229], [-0.981, 0.803, -3.494], [-1.124, -0.610, -4.002], [-0.356, 1.740, -4.301], [-0.166, 3.062, -3.900], [0.456, 4.063, -4.827], [-0.578, 3.437, -2.623], [-1.200, 2.546, -1.765], [-1.626, 3.004, -0.392], [-3.654, -2.507, -2.065], [-2.763, -3.274, -1.120], [-4.491, -3.225, -2.906], [-6.934, -2.779, -5.247], [-6.767, -4.156, -4.150], [-5.622, -3.938, -5.463], [-6.007, -0.704, -4.559], [-5.466, 1.375, -3.712], [-3.709, 1.474, -3.702], [-4.609, 1.544, -2.187], [-1.987, 0.795, 1.882], [-3.882, 1.106, 3.396], [-3.521, 1.878, 5.722], [-1.218, 2.341, 6.510], [0.708, 2.002, 5.010], [-0.954, -1.348, -3.215], [-0.402, -0.794, -4.796], [-2.118, -0.794, -4.412], [0.000, 1.430, -5.277], [1.056, 3.579, -5.596], [1.079, 4.774, -4.287], [-0.326, 4.636, -5.330], [-0.415, 4.456, -2.289], [-2.711, 3.116, -0.322], [-1.188, 3.973, -0.159], [-1.302, 2.312, 0.391], [-2.410, -2.681, -0.273], [-1.882, -3.654, -1.645], [-3.295, -4.132, -0.712], [-4.495, -4.308, -2.837]], "atomic_forces_ev_per_a": [[0.0172, -0.0019, 0.1255], [0.0577, 0.0051, -0.1058], [0.0387, 0.1103, -0.0298], [-0.0171, -0.0040, 0.0050], [-0.0613, -0.0094, 0.0162], [-0.0112, -0.0093, -0.0071], [0.0322, 0.0132, -0.0156], [0.0314, 0.0136, 0.0057], [0.0487, 0.0625, -0.0665], [-0.0490, 0.0691, 0.0302], [0.0126, -0.0140, 0.0395], [0.0001, -0.0097, 0.0069], [-0.0034, 0.0304, -0.0160], [0.0063, 0.0062, -0.0013], [0.0028, 0.0366, -0.0004], [-0.0095, -0.0412, -0.0150], [-0.0575, -0.0555, 0.0492], [0.0198, -0.0365, 0.0351], [0.0028, 0.0261, -0.0481], [0.0189, -0.0402, -0.0201], [-0.0111, 0.0298, -0.0093], [0.0054, -0.0192, -0.0047], [0.0224, 0.0082, 0.0244], [-0.0231, -0.0017, -0.0085], [-0.0154, 0.0102, -0.0048], [0.0189, -0.0632, -0.0174], [0.0161, -0.0007, -0.0010], [-0.0245, -0.0137, 0.0085], [0.0105, -0.0009, -0.0050], [0.0048, 0.0040, -0.0019], [-0.0081, 0.0004, -0.0003], [0.0074, 0.0006, -0.0066], [-0.0053, 0.0009, -0.0055], [-0.0021, -0.0090, -0.0132], [0.0025, -0.0047, 0.0039], [0.0002, -0.0003, 0.0028], [-0.0001, -0.0034, -0.0028], [-0.0018, -0.0118, -0.0010], [-0.0167, -0.0022, -0.0193], [-0.0133, -0.0022, 0.0301], [0.0023, 0.0030, 0.0070], [0.0004, 0.0062, 0.0001], [-0.0043, 0.0112, 0.0061], [-0.0030, 0.0019, -0.0017], [0.0219, 0.0012, 0.0156], [-0.0019, -0.0006, -0.0073], [-0.0341, 0.0037, -0.0383], [0.0281, 0.1012, -0.0097], [-0.0077, -0.0695, -0.0027], [0.0159, 0.0423, 0.0081], [0.0021, 0.0211, -0.0234], [-0.0193, -0.1417, 0.0493], [-0.0533, -0.0098, -0.0376], [-0.0223, 0.0204, -0.0327], [0.0395, 0.0011, -0.0079], [-0.0713, 0.0749, 0.0314], [0.0448, 0.0035, -0.0105], [0.0088, -0.0059, -0.0099], [0.0268, -0.0016, -0.0193], [-0.0283, 0.0140, 0.0477], [-0.0246, 0.0090, 0.0549], [-0.0210, -0.0529, 0.0110], [0.0059, 0.0538, 0.0116], [0.0287, 0.0349, -0.0304], [0.0116, -0.0316, -0.0285], [-0.0228, -0.0100, 0.0144], [0.0367, 0.0348, 0.0135], [-0.0411, -0.0112, 0.0736], [0.0601, -0.0149, -0.0775], [0.0135, -0.0947, 0.0363], [-0.0392, 0.0376, -0.0541], [-0.0179, -0.0165, 0.0209], [0.0020, 0.0049, 0.0066], [-0.0017, 0.0034, 0.0024], [0.0047, 0.0058, 0.0026], [0.0039, -0.0056, 0.0082], [-0.0072, -0.0086, 0.0113], [-0.0093, -0.0081, -0.0037], [-0.0079, 0.0099, -0.0075], [0.0536, -0.1020, 0.0220], [0.0047, -0.0014, -0.0005], [0.0018, -0.0012, -0.0017], [0.0004, -0.0025, -0.0046], [-0.0075, 0.0008, 0.0039], [-0.0033, -0.0063, -0.0152], [0.0068, 0.0130, 0.0118], [0.0015, 0.0093, 0.0124], [-0.0023, 0.0060, 0.0068], [0.0039, -0.0004, 0.0028], [-0.0002, -0.0042, 0.0045], [0.0038, -0.0033, -0.0022], [-0.0011, -0.0090, -0.0120], [-0.0057, -0.0305, 0.0025], [-0.0053, 0.0010, -0.0225], [-0.0058, 0.0188, 0.0094], [-0.0257, -0.0009, 0.0116], [0.0129, 0.0211, 0.0049], [0.0072, -0.0056, -0.0152], [-0.0061, 0.0084, -0.0046]]}

{"formula": "C4H3BrClF3O2", "method": "ωB97M-V/def2-TZVPD", "multiplicity": 1, "gap_ev": [5.588, 7.863], "total_energy_ev": -99004.4313, "lumo_energy_ev": [-1.6709, -0.4880], "symbols": ["C", "C", "C", "C", "O", "O", "F", "F", "F", "Cl", "Br", "H", "H", "H"], "coordinates": [[1.633, -1.033, -1.463], [0.480, -0.260, 0.456], [4.171, -0.047, -0.440], [4.235, -0.738, 0.856], [1.779, -2.133, -1.872], [1.191, -0.104, -0.799], [4.761, -1.992, 0.690], [2.992, -0.846, 1.366], [5.010, -0.257, 1.915], [5.508, -0.305, -1.420], [3.660, 1.785, -0.213], [1.119, 0.162, 1.151], [0.394, -1.422, 0.676], [-0.496, 0.163, 0.200]], "atomic_forces_ev_per_a": [[3.3894, -2.1279, -1.4184], [-2.1476, -3.8604, -0.7736], [-1.0886, 0.6226, -0.0133], [1.4337, -1.4583, 1.4040], [-1.2234, 1.9036, 1.1357], [-0.4410, 0.5876, -0.5062], [-0.8777, 0.5576, -0.0361], [-0.0069, -0.2713, 0.3559], [-0.8515, 0.3164, -1.3405], [0.9946, -0.0341, -0.8167], [0.0349, -0.0499, 0.0184], [0.5252, 1.2312, 1.4689], [0.0147, 2.4746, -0.3851], [0.2440, 0.1084, 0.9071]]}

{"formula": "C4H8O2", "method": "ωB97M-V/def2-TZVPD", "multiplicity": 1, "de_lowest_ev": 1.964, "gap_ev": 10.393, "smiles": "C1COCCO1", "total_energy_ev": -8371.3180, "lumo_energy_ev": 1.0239, "symbols": ["C", "C", "O", "C", "C", "O", "H", "H", "H", "H", "H", "H", "H", "H"], "coordinates": [[-1.383, 0.297, -0.286], [-0.871, -1.150, -0.016], [0.495, -1.268, 0.438], [1.407, -0.271, 0.031], [0.848, 1.124, 0.272], [-0.370, 1.319, -0.416], [-1.907, 0.336, -1.250], [-2.101, 0.610, 0.490], [-1.447, -1.607, 0.799], [-1.003, -1.785, -0.907], [2.308, -0.365, 0.653], [1.697, -0.377, -1.030], [0.749, 1.301, 1.358], [1.580, 1.836, -0.135]], "atomic_forces_ev_per_a": [[0.4310, 0.3233, 0.0856], [0.5484, 0.0400, 0.0530], [-0.4609, 0.0941, 0.1366], [-0.1009, 0.5415, -0.0203], [0.2779, -0.4649, 0.0421], [-0.2517, -0.3717, -0.2306], [0.0477, -0.1608, 0.3179], [0.3038, -0.1133, -0.0432], [-0.0063, 0.1845, -0.3153], [0.1282, 0.2788, 0.0984], [-0.2188, -0.2765, -0.1947], [-0.1810, -0.0691, 0.1939], [-0.1376, -0.0501, -0.2368], [-0.3798, 0.0442, 0.1133]]}

{"formula": "C2H2ClI", "method": "ωB97M-V/def2-TZVPD", "multiplicity": 1, "de_lowest_ev": 6.101, "gap_ev": [6.842, 7.742], "total_energy_ev": -22722.1484, "lumo_energy_ev": [-1.4611, -1.2480], "symbols": ["C", "C", "Cl", "I", "H", "H"], "coordinates": [[-0.280, 0.089, -1.342], [-0.042, -0.274, 1.018], [-1.268, -0.757, 1.889], [1.148, 1.319, 1.717], [0.706, 0.491, -1.442], [-0.263, -0.867, -1.840]], "atomic_forces_ev_per_a": [[-0.3097, -0.2781, 2.5976], [2.2297, 1.4046, -4.1178], [-2.1757, -0.7645, 1.6896], [-0.2923, -0.2669, 0.0957], [0.8340, 0.5940, -0.0912], [-0.2860, -0.6891, -0.1739]]}

{"formula": "C18H41BIN5O11PS", "method": "ωB97M-V/def2-TZVPD", "multiplicity": 1, "gap_ev": 7.850, "total_energy_ev": -78203.5818, "total_charge": 1, "lumo_energy_ev": -3.2575, "symbols": ["C", "C", "O", "C", "C", "O", "C", "C", "N", "C", "N", "C", "C", "C", "C", "S", "O", "O", "O", "N", "P", "O", "I", "C", "O", "B", "O", "O", "H", "H", "H", "H", "H", "H", "H", "H", "H", "H", "H", "H", "H", "H", "H", "H", "H", "H", "H", "H", "H", "H", "H", "H", "H", "H", "H", "C", "C", "O", "N", "C", "H", "H", "H", "H", "H", "H", "H", "C", "C", "O", "N", "C", "H", "H", "H", "H", "H", "H", "H"], "coordinates": [[-6.134, -0.817, 3.434], [-5.674, -2.157, 2.861], [-5.507, -2.045, 1.452], [-4.407, -2.743, 0.922], [-4.086, -2.181, -0.465], [-2.708, -1.805, -0.539], [-2.514, -0.671, -1.340], [-1.017, -0.468, -1.627], [-0.222, -1.466, -0.840], [0.539, -0.813, 0.106], [1.511, -1.449, 0.701], [2.533, -0.957, 1.640], [2.767, -2.004, 2.736], [1.518, -2.524, 3.475], [0.612, -3.536, 2.749], [1.490, -4.808, 1.874], [2.721, -5.127, 2.532], [1.503, -4.405, 0.471], [0.469, -6.019, 2.023], [0.243, 0.535, 0.222], [-0.432, 1.480, 1.562], [0.400, 0.804, 2.788], [-2.644, 0.553, 2.160], [-0.223, 0.790, -1.195], [-0.624, 2.066, -1.488], [-1.931, 2.559, -1.395], [-2.756, 2.330, -2.480], [-2.276, 3.321, -0.312], [-7.215, -0.690, 3.317], [-5.662, 0.002, 2.879], [-5.868, -0.719, 4.489], [-6.442, -2.919, 3.054], [-4.742, -2.500, 3.330], [-4.628, -3.819, 0.850], [-3.519, -2.641, 1.565], [-4.249, -2.955, -1.227], [-4.741, -1.328, -0.672], [-3.000, -0.846, -2.313], [-2.987, 0.216, -0.902], [-0.824, -0.618, -2.691], [0.355, -2.057, -1.427], [1.607, -2.436, 0.446], [2.309, 0.042, 2.003], [3.461, -0.903, 1.052], [3.334, -2.816, 2.266], [3.447, -1.581, 3.484], [1.862, -2.947, 4.424], [0.856, -1.691, 3.741], [0.019, -3.046, 1.971], [-0.102, -4.009, 3.430], [0.405, -6.478, 1.174], [-0.042, 0.030, 3.154], [0.711, 0.651, -1.762], [-3.681, 2.190, -2.285], [-3.216, 3.487, -0.250], [7.695, -0.707, 0.046], [6.316, -1.251, -0.238], [5.753, -2.007, 0.541], [5.723, -0.876, -1.402], [6.244, 0.003, -2.432], [8.023, -1.103, 1.001], [8.402, -1.011, -0.726], [7.685, 0.383, 0.096], [4.819, -1.295, -1.548], [5.589, 0.863, -2.578], [6.336, -0.525, -3.382], [7.225, 0.368, -2.149], [-1.140, 6.932, -4.999], [-0.420, 7.560, -3.826], [0.151, 8.629, -3.915], [-0.433, 6.876, -2.644], [-1.052, 5.603, -2.353], [-1.033, 7.598, -5.849], [-0.710, 5.962, -5.251], [-2.200, 6.798, -4.784], [0.060, 7.347, -1.903], [-1.795, 5.696, -1.559], [-0.295, 4.881, -2.031], [-1.539, 5.216, -3.244]], "atomic_forces_ev_per_a": [[0.0080, 0.0617, -0.3273], [-0.3813, -0.1626, 0.1364], [0.2394, 0.4286, 0.0636], [0.0993, -0.2998, -0.0709], [0.0023, -0.4524, -0.0707], [0.0168, 0.3769, 0.3164], [-0.3613, -0.1611, -0.7160], [0.2413, -0.4397, 0.9367], [1.1426, 1.1543, -0.4729], [-0.1461, -0.2252, 0.1303], [-0.3927, 0.2544, 0.1027], [0.7916, -0.1446, -0.2889], [-0.0646, 0.1001, -0.1944], [0.1864, -0.0818, 0.0976], [-0.2842, 0.3161, 0.1338], [0.4461, 0.1063, -0.1425], [-0.7158, 0.0453, -0.3512], [0.1398, -0.2635, 0.6226], [0.1982, 0.3155, -0.0899], [-0.9124, -0.7332, -0.1821], [0.5693, 0.2497, 0.0112], [-0.1883, 0.1666, -0.2339], [-0.0674, -0.2038, -0.1356], [0.8795, 0.3215, -1.1352], [-0.5959, 0.0232, 0.8202], [-0.4423, 0.2665, -0.4312], [0.6538, -0.5320, 0.4315], [0.4557, -0.7890, -0.1344], [0.1872, -0.0312, 0.0927], [0.0192, -0.1414, 0.1517], [-0.1291, -0.0720, -0.0770], [0.2297, 0.0085, 0.0796], [-0.0394, 0.1507, -0.1006], [-0.0265, 0.1279, 0.0423], [-0.1178, 0.1007, -0.1261], [-0.1145, 0.2456, -0.0041], [0.0373, -0.0891, 0.1285], [0.0073, 0.2486, 0.1184], [0.0929, -0.0210, 0.1712], [-0.0348, -0.0142, 0.1746], [-0.3473, -0.5087, 0.1814], [-0.0388, -0.0398, 0.0454], [-0.2900, -0.2501, -0.0548], [-0.0803, 0.0710, 0.2165], [-0.1445, -0.0236, 0.2754], [-0.1007, 0.0546, -0.2100], [-0.1525, -0.0813, -0.2049], [0.1743, -0.0616, 0.0784], [-0.0234, -0.1688, 0.1061], [0.3014, -0.0173, 0.0074], [-0.0547, -0.1321, -0.1233], [0.0182, -0.0838, 0.2041], [-0.1103, 0.2230, 0.0724], [-0.3808, 0.3538, -0.0687], [-0.2691, 0.3502, 0.0095], [-0.0187, -0.0263, 0.0529], [0.1849, -0.0380, -0.0024], [-0.2994, 0.1166, -0.0158], [-0.0429, 0.0884, 0.0622], [-0.0802, -0.0828, -0.0113], [-0.0179, -0.0106, 0.0010], [0.0040, 0.0322, -0.0119], [0.0260, 0.0033, -0.0281], [0.0217, -0.0603, -0.0387], [0.0271, 0.0239, 0.0160], [0.0411, 0.0041, 0.0001], [0.0071, 0.0113, -0.0099], [0.0175, 0.0422, -0.0140], [-0.0215, -0.0270, -0.0057], [0.0094, 0.0050, -0.0083], [-0.0327, -0.0127, -0.0017], [0.1769, 0.1345, -0.0028], [0.0104, 0.0133, 0.0122], [-0.0277, -0.0157, 0.0045], [0.0011, -0.0310, -0.0040], [0.0000, 0.0151, 0.0040], [-0.0304, 0.0084, -0.0190], [-0.0611, -0.0632, -0.0080], [-0.0258, -0.0271, 0.0167]]}

{"formula": "C3H14N2O2", "method": "ωB97M-V/def2-TZVPD", "multiplicity": 1, "de_lowest_ev": 0.672, "gap_ev": 9.902, "smiles": "CNCCN.O.O", "total_energy_ev": -10413.1190, "lumo_energy_ev": 0.8908, "symbols": ["C", "N", "C", "C", "N", "H", "H", "H", "H", "H", "H", "H", "H", "H", "H", "O", "H", "H", "O", "H", "H"], "coordinates": [[-1.021, 1.449, -1.485], [-0.345, 0.421, -0.677], [-0.445, 0.761, 0.723], [0.629, 0.097, 1.634], [0.180, -1.243, 1.986], [-2.025, 1.697, -1.113], [-0.418, 2.381, -1.468], [-1.197, 1.176, -2.520], [-0.639, -0.531, -0.858], [-1.437, 0.508, 1.138], [-0.376, 1.832, 0.955], [0.804, 0.832, 2.485], [1.526, 0.029, 0.999], [-0.552, -1.281, 2.689], [0.945, -1.767, 2.381], [2.265, 1.197, -1.673], [1.423, 0.950, -1.225], [1.990, 1.405, -2.571], [-1.309, -2.452, -0.222], [-0.848, -2.188, 0.604], [-0.864, -3.292, -0.406]], "atomic_forces_ev_per_a": [[-0.1648, 0.2711, 0.2057], [0.3139, 1.1758, -0.3716], [0.0025, -0.1787, 1.6374], [-0.8140, 1.2828, -0.6441], [0.3264, -0.5048, 0.3224], [0.0572, 0.0154, 0.2238], [-0.3166, -0.5030, -0.0130], [0.4165, -0.3763, -0.1277], [-0.2426, 0.0819, -0.0167], [-0.0188, -0.1474, -0.0479], [0.1786, -0.0103, -0.9232], [-0.0021, -1.1654, -0.6471], [-0.0750, -0.0748, 0.5648], [-0.0133, 0.4683, -0.0596], [0.2081, -0.2436, 0.0276], [-0.2673, 0.0547, 0.2191], [0.2432, -0.1934, -0.2589], [0.0823, 0.0018, -0.0248], [0.4445, -0.4524, 0.3273], [-0.0606, 0.3248, -0.1197], [-0.2979, 0.1736, -0.2741]]}